C5H15NO2 | the ωB97M-V functional and the def2-TZVPD basis

Geometry as XYZ:
```
23
Properties=species:S:1:pos:R:3:forces:R:3
O -0.2793 -2.4441 0.0091 0.278 1.101 0.269
O 0.2388 2.2784 1.6302 0.010 -0.377 -0.141
N 1.5283 -0.8026 0.3646 -1.161 3.402 1.025
C -2.0714 -0.4970 -1.3207 0.660 -1.010 -0.357
C -1.3145 0.2711 -0.2617 0.740 -0.413 -0.288
C 1.2765 -0.0550 -0.8207 0.678 -0.936 -0.946
C 0.0160 0.8798 -0.7118 -1.222 1.086 -0.177
C 1.5433 0.0344 1.5018 1.720 -1.233 -0.846
H 1.1262 -0.7914 -1.6205 -0.041 0.165 0.030
H -3.1009 -0.6936 -1.0307 -0.236 0.546 -0.192
H -0.1587 1.4635 -1.6392 0.470 -0.639 0.068
H -1.9758 1.0992 0.0196 0.495 -0.037 0.628
H 2.1297 0.5918 -1.0593 -0.133 0.044 0.201
H -0.0681 -3.3769 0.0774 0.459 -0.131 0.250
H -1.0501 -0.4380 0.5312 -0.833 0.501 0.388
H -1.6609 -1.5204 -1.3972 0.160 0.515 -0.213
H 0.3582 3.0777 2.1587 -0.127 -0.040 0.309
H 0.3280 1.6296 0.0394 0.012 -0.009 0.073
H 1.8593 -0.5266 2.3804 0.101 0.233 0.119
H 0.7473 -1.5979 0.3928 -1.011 -2.983 -0.525
H 1.9964 1.0094 1.2932 0.078 -0.354 0.364
H -1.9445 0.0332 -2.2711 -0.598 -0.241 -0.076
H 0.4763 0.3755 1.7345 -0.499 0.810 0.038
```
Positions in Å, forces in eV/Å.

Computed properties:
energy above the lowest of the compared OMol25 structures with the same formula, charge and spin: 8.305 eV
net charge: 0
2S+1: 1
highest occupied orbital energy: -9.02 eV



C38H37As2Cl2NO5Rh | the ωB97M-V functional and the def2-TZVPD basis

Geometry as XYZ:
```
86
Properties=species:S:1:pos:R:3:forces:R:3
Rh 1.0574 0.3511 -0.4253 -1.915 -0.599 0.057
As -1.8485 -1.4954 1.8687 -0.605 -0.495 0.056
As 3.2319 0.7801 0.7018 1.520 0.372 1.142
Cl 2.1709 -0.4009 -2.7144 0.397 0.553 -0.335
Cl 2.6548 -5.2332 -5.0752 -0.034 -0.049 0.048
O -1.0538 1.1016 0.7188 0.604 0.259 -0.339
O -0.2853 -0.2466 3.9543 0.192 0.337 0.198
O -0.0044 -1.6194 -0.8664 0.887 0.343 0.568
O -0.6264 0.1911 -1.9281 0.381 0.964 0.449
O 0.6979 -0.4244 1.9112 0.749 0.009 -0.789
N 1.4328 -2.6145 -4.7656 0.120 -0.658 -0.524
C 3.2547 -2.5447 -1.5391 0.030 -0.064 0.023
C -4.9341 2.2459 3.5753 -0.014 -0.094 -0.008
C 2.8723 0.3839 2.5748 -0.831 -0.472 -0.591
C -0.7301 -3.0907 2.1144 0.130 0.201 0.117
C 3.6082 -4.6394 -2.6319 -0.143 0.107 -0.052
C 0.5869 -1.5226 -5.0377 -0.604 0.472 -0.318
C -0.5296 -1.0541 -1.8568 -0.655 -1.069 -0.695
C 1.1117 -0.5474 4.1518 0.392 -0.641 -0.171
C 3.6434 0.7421 3.6922 0.395 0.081 -0.152
C 1.4538 3.5819 4.0043 0.024 0.038 -0.001
C 2.5385 -2.0855 -2.6327 0.229 -0.995 -0.062
C 3.9682 2.5996 0.7466 -0.179 -0.026 -0.261
C -0.5230 -0.1314 2.5828 -1.595 -0.297 -0.190
C -1.1338 0.4658 -5.9571 0.046 0.018 -0.039
C 2.8429 -4.2046 -3.6908 0.010 0.075 0.222
C 1.6849 -0.2337 2.8152 0.567 0.385 0.530
C 3.7767 -3.8235 -1.5226 -0.024 0.187 0.032
C -3.4840 1.2731 1.9276 0.016 0.058 -0.170
C 1.1961 4.3909 1.7742 -0.002 0.126 -0.026
C 2.2176 -2.9331 -3.7059 0.252 0.145 0.274
C 0.3740 3.3173 1.4799 -0.094 -0.038 0.011
C -2.3588 1.6150 2.6796 -0.211 0.041 -0.234
C 0.0292 2.3925 2.4627 0.007 -0.038 -0.190
C -2.5501 2.2615 3.8946 0.000 -0.096 0.075
C -1.4251 -0.2390 -4.8060 0.149 -0.043 -0.056
C -4.7581 1.5809 2.3745 -0.049 0.118 -0.004
C 0.5761 2.5473 3.7330 -0.062 0.029 0.007
C 3.0847 0.6688 4.9802 -0.197 0.015 0.386
C -0.5797 -1.2320 -4.3165 0.078 -0.106 -0.413
C 1.8477 0.1625 5.2326 0.029 -0.051 -0.135
C 1.7526 4.5224 3.0345 0.073 -0.005 -0.058
C 0.8629 -0.8186 -6.2120 0.073 -0.016 0.232
C -0.9717 -1.9158 -3.0411 0.182 0.260 0.434
C -2.9483 -1.7233 3.4958 0.287 0.049 -0.010
C 0.0290 0.1824 -6.6598 -0.147 0.037 0.027
C -0.9751 1.2963 2.1261 0.069 -0.232 0.624
C -3.8254 2.5721 4.3365 0.035 0.061 0.046
C 4.9510 -0.1848 0.5797 -0.206 -0.109 -0.352
H -3.9497 3.0986 5.2713 0.006 -0.007 0.089
H -2.3402 -0.0378 -4.2697 -0.079 0.070 0.069
H 1.4141 0.1631 6.2188 0.019 0.001 0.189
H -0.5352 -2.9059 -2.9179 -0.062 0.005 -0.060
H -0.3707 -3.1708 3.1404 0.045 -0.039 0.019
H -1.3283 -3.9743 1.8866 -0.044 0.115 0.004
H 1.3782 5.1382 1.0168 0.125 0.054 -0.103
H 4.3442 -4.1758 -0.6768 0.033 -0.006 0.107
H 0.2786 0.7317 -7.5540 -0.014 0.018 -0.118
H 4.3314 2.8407 1.7456 -0.060 -0.123 -0.018
H 3.2097 3.3252 0.4584 0.062 -0.083 0.068
H -3.5633 -0.8495 3.6907 -0.008 0.105 -0.086
H 4.7968 2.6476 0.0373 -0.074 -0.061 0.042
H -5.9243 2.5064 3.9164 -0.085 0.015 0.025
H -0.0235 3.2320 0.4772 -0.066 0.032 -0.016
H -1.8175 1.2183 -6.3174 -0.056 0.103 -0.014
H 0.1050 -3.0526 1.4161 -0.027 -0.018 0.016
H 4.8375 -1.2031 0.9555 -0.050 0.123 -0.026
H 5.3090 -0.2239 -0.4515 -0.090 0.038 0.079
H -2.3156 -1.9040 4.3595 0.076 -0.033 0.106
H 3.6585 1.0829 5.7937 0.068 0.012 0.175
H -5.6111 1.3242 1.7652 -0.077 -0.060 -0.040
H 4.6351 1.1519 3.5688 0.049 0.067 -0.010
H 2.4178 5.3438 3.2534 0.017 0.100 0.042
H 3.4030 -1.8760 -0.7040 0.059 -0.013 -0.010
H -3.3855 0.7590 0.9792 0.045 0.015 0.066
H 1.7563 -1.0734 -6.7636 0.099 -0.002 -0.036
H 5.6912 0.3412 1.1873 -0.215 0.024 -0.004
H 1.1599 -1.6408 4.3504 0.026 0.276 -0.076
H -2.0584 -1.9914 -2.9898 -0.037 -0.119 -0.012
H 0.3292 1.8549 4.5218 -0.063 0.099 -0.048
H 4.0624 -5.6167 -2.6644 -0.002 -0.105 -0.062
H -1.6133 1.7757 0.3107 0.003 -0.056 -0.022
H 1.5532 -3.2495 -5.5509 -0.103 0.254 0.256
H -1.7109 2.5298 4.5129 0.073 0.084 0.024
H -3.6090 -2.5778 3.3586 0.045 -0.057 -0.129
H 1.8976 3.6567 4.9852 0.008 0.024 0.131
```
Positions in Å, forces in eV/Å.

Computed properties:
energy above the lowest of the compared OMol25 structures with the same formula, charge and spin: 1.314 eV
⟨S²⟩: 6.049
net charge: +1
2S+1: 5
highest occupied orbital energy (spin up / spin down): -10.12 / -10.23 eV



C3H13N2O | the ωB97M-V functional and the def2-TZVPD basis

Geometry as XYZ:
```
19
Properties=species:S:1:pos:R:3:forces:R:3
O -1.6587 -2.5356 -0.4597 -0.489 0.951 -0.217
N -0.5058 -0.4844 0.9592 1.240 -1.142 0.140
N 1.8243 -0.0824 -0.5484 -1.366 -0.773 0.263
C 0.9426 1.0136 -0.9626 1.116 1.689 0.639
C 0.4408 1.7910 0.2849 -0.429 -1.787 0.127
C -0.7600 0.9808 0.8639 -0.972 1.299 1.224
H 0.0152 0.7285 -1.4832 0.726 -0.350 -0.321
H -0.8940 1.3209 1.9014 -0.193 -0.123 -0.302
H 0.1671 2.8068 -0.0037 -0.263 -0.181 0.254
H 2.1380 -0.6360 -1.3333 0.319 0.117 0.041
H -0.1139 -0.7499 1.8684 -0.401 0.161 0.008
H -2.2044 -1.8646 -0.9057 -0.033 -0.417 0.084
H -1.7548 1.1161 0.4088 0.676 0.067 -0.336
H -1.5453 -3.1917 -1.1454 0.221 -0.562 -0.117
H 0.2863 -0.7447 0.3379 0.513 0.316 -0.281
H 1.1568 1.8324 1.1321 0.081 0.156 -0.842
H 2.5912 0.2903 -0.0082 0.246 -0.137 -0.198
H -1.1999 -1.2052 0.6964 -0.221 0.622 0.284
H 1.5745 1.6948 -1.5449 -0.771 0.094 -0.448
```
Positions in Å, forces in eV/Å.

Computed properties:
energy above the lowest of the compared OMol25 structures with the same formula, charge and spin: 0.774 eV
net charge: +1
2S+1: 1
highest occupied orbital energy: -13.74 eV